Record 1
# C19H21IrN5O7

C19H21IrN5O7 as an isolated structure (ωB97M-V with the def2-TZVPD basis set, OMol25).

Geometry as XYZ:
```
53
Properties=species:S:1:pos:R:3:nbo_charge:R:1
Ir -0.88702 0.43690 -0.01316 1.373
O -1.70509 -0.71528 -3.75311 -0.523
C -1.70248 -0.75099 -2.55909 0.773
O -0.70241 -0.17163 -1.86361 -0.669
C -2.71003 -1.55324 -1.73649 -0.350
C -1.98303 -2.32053 -0.62591 0.093
C -2.87687 -3.39352 -0.02372 -0.421
C -3.88723 -2.54692 0.79102 -0.436
C -3.41060 -1.12599 0.52558 0.103
O -1.94909 -1.32015 0.45218 -0.531
C -3.71780 -0.67953 -0.90186 -0.370
C -3.41975 0.80010 -1.12898 0.793
O -3.78533 1.35558 -2.13821 -0.588
O -2.67583 1.38715 -0.20382 -0.782
H -3.22552 -2.22184 -2.42038 0.266
H -0.96716 -2.62083 -0.86358 0.234
H -2.30668 -4.06049 0.61909 0.231
H -3.34516 -3.99000 -0.80399 0.235
H -3.82639 -2.77443 1.85304 0.233
H -4.91955 -2.68170 0.47431 0.237
H -3.64088 -0.39361 1.29139 0.241
H -4.74952 -0.86048 -1.19497 0.269
N 4.68072 -2.97985 2.79948 -0.805
C 4.58586 -2.22035 1.68271 0.639
O 5.53155 -1.87223 1.01260 -0.568
C 3.19449 -1.77487 1.29906 -0.044
C 2.23192 -1.41477 2.23178 -0.233
C 1.03394 -0.90163 1.78131 0.105
N 0.75931 -0.77208 0.48154 -0.458
C 1.67476 -1.14287 -0.42370 0.061
C 2.90434 -1.64173 -0.05150 -0.205
H 5.59315 -3.31805 3.05874 0.421
H 3.87569 -3.39523 3.23187 0.399
H 2.41631 -1.48417 3.29470 0.240
H 0.26391 -0.58687 2.47513 0.215
H 1.39528 -1.00844 -1.46040 0.245
H 3.64436 -1.90260 -0.79445 0.261
C 3.17127 3.67407 1.14185 -0.398
N 1.99831 3.55405 0.27495 -0.399
C 1.68769 4.50429 -0.63912 0.126
C 0.60390 4.38253 -1.41624 -0.364
C -0.21211 3.21078 -1.29753 0.502
N 0.10895 2.24575 -0.39961 -0.595
C 1.21072 2.42960 0.43378 0.782
O 1.48240 1.63929 1.31729 -0.653
N -1.22967 3.11717 -2.12596 -0.701
H 3.60142 4.66128 0.99880 0.216
H 3.90494 2.91099 0.89021 0.226
H 2.87502 3.54611 2.17888 0.234
H 2.35141 5.35552 -0.69190 0.234
H 0.34749 5.13968 -2.13967 0.245
H -1.37578 3.86623 -2.78086 0.414
H -1.91812 2.37985 -2.13946 0.448
```

Properties
ΔE to the lowest compared entry with this formula, charge and spin (kcal/mol): 23.67
Charge: +1
HOMO level (eV): -12.15
DFT total energy (Eh): -1641.30899
Gap between HOMO and LUMO (eV): 8.23
Maximum force (eV Å⁻¹): 0.9

=====

Record 2
# C19H21N3O3

One molecule with the formula C19H21N3O3 (ωB97M-V with the def2-TZVPD basis set, OMol25).

Geometry as XYZ:
```
46
Properties=species:S:1:pos:R:3:nbo_charge:R:1
C 7.75903 0.82027 -0.43418 -0.250
H 8.22158 1.32993 0.40881 0.197
O 6.37541 1.01694 -0.29925 -0.532
C 5.60378 0.58682 -1.39185 -0.062
C 5.47813 -0.93733 -1.51299 -0.433
H 6.46944 -1.38469 -1.59572 0.209
H 4.93032 -1.16832 -2.42997 0.199
C 4.75747 -1.54371 -0.30947 -0.233
N 3.35976 -1.18686 -0.29036 -0.621
C 2.75747 -0.62527 0.78925 0.670
O 3.33484 -0.43627 1.83976 -0.615
C 1.32549 -0.25778 0.57259 -0.155
C 0.86508 0.91027 1.15892 -0.159
C -0.46468 1.25627 0.96676 0.077
N -1.16842 2.35668 1.39061 -0.443
C -2.36686 2.19417 0.93446 0.228
N -2.54435 1.03923 0.22053 -0.407
C -1.32308 0.40913 0.22299 0.186
C -0.86245 -0.76033 -0.36120 -0.251
C 0.46687 -1.07713 -0.17632 -0.203
H 0.84476 -1.99930 -0.59489 0.209
H -1.51458 -1.39962 -0.93597 0.220
C -3.74913 0.60181 -0.35255 0.154
C -4.46150 1.44488 -1.19047 -0.215
C -5.65913 1.03163 -1.74837 -0.233
C -6.14050 -0.23295 -1.46760 -0.187
C -5.44464 -1.08299 -0.62311 -0.287
C -4.24785 -0.67756 -0.04566 0.282
O -3.50808 -1.41496 0.82292 -0.491
C -3.95936 -2.69765 1.18194 -0.252
H -3.21387 -3.08320 1.87526 0.210
H -4.02264 -3.36026 0.31271 0.177
H -4.93252 -2.65630 1.68108 0.180
H -5.84927 -2.05939 -0.40934 0.223
H -7.07010 -0.56789 -1.90191 0.218
H -6.20708 1.69315 -2.40060 0.220
H -4.06309 2.42529 -1.40519 0.225
H -3.17575 2.88033 1.09980 0.201
H 1.52961 1.52867 1.73974 0.244
H 2.84741 -1.27073 -1.15367 0.391
H 4.86122 -2.63643 -0.32783 0.187
H 5.18712 -1.16046 0.61974 0.246
H 4.61426 1.02092 -1.22370 0.193
H 6.01533 0.99434 -2.32953 0.162
H 8.13172 1.25472 -1.37104 0.162
H 8.03511 -0.23988 -0.40208 0.160
```

Properties
SMILES: COCCCNC(=O)c1ccc2c(c1)ncn2-c1ccccc1OC
ΔE to the lowest compared entry with this formula, charge and spin (kcal/mol): 48.78
HOMO level (eV): -8.44
DFT total energy (Eh): -1126.61347
Gap between HOMO and LUMO (eV): 9.05
Maximum force (eV Å⁻¹): 0.9

=====

Record 3
# C19H21N3O4S2

C19H21N3O4S2 as an isolated structure (ωB97M-V with the def2-TZVPD basis set, OMol25).

Geometry as XYZ:
```
49
Properties=species:S:1:pos:R:3:nbo_charge:R:1
C -0.54447 3.31612 3.70619 -0.393
C 0.21806 2.24480 4.12981 -0.173
C 1.48970 1.63781 3.61929 -0.236
N 1.65996 0.33576 3.88468 -0.623
H 2.78442 0.10104 3.64486 0.401
C 0.68682 -0.32772 3.18983 -0.350
C 1.02845 -0.45674 1.74653 0.671
O 2.18842 -0.23169 1.26796 -0.634
N 0.33309 -1.56853 1.14600 -0.653
C 0.30613 -1.94086 -0.28993 0.033
C 1.25457 -1.88518 -0.96919 -0.215
C 1.38608 -2.33396 -2.24168 -0.218
C 0.41820 -2.85552 -2.92614 -0.181
C -0.93198 -3.19720 -2.01885 -0.212
C -0.71907 -2.68946 -0.71591 -0.093
S -2.34535 -2.81106 0.37114 0.165
C -3.18821 -1.23234 -0.06029 -0.557
C -2.38217 -0.09527 0.36902 0.644
O -2.20708 0.09113 1.43031 -0.571
N -1.80110 0.30458 -0.70239 -0.617
C -0.53579 1.14107 -0.69338 0.120
C -0.00155 1.33442 -1.75089 -0.273
C -0.13401 0.52694 -3.08074 0.826
O -1.15286 -0.08222 -3.27118 -0.593
O 1.05758 0.57476 -3.93430 -0.553
C 0.77981 0.11748 -5.33895 -0.300
H 1.80606 0.48890 -5.88096 0.228
H 0.56827 -1.05701 -5.09417 0.222
H -0.13050 0.69442 -5.77286 0.207
S 1.41555 2.46703 -1.66805 0.369
C 0.90911 2.58474 0.01421 -0.275
C -0.05978 1.95367 0.35238 -0.349
H -0.71426 1.98328 1.25683 0.278
H 1.53736 3.50066 0.57223 0.245
H -1.78410 -0.10182 -1.63663 0.447
H -4.18611 -1.60102 0.75507 0.236
H -3.41869 -1.47354 -1.00321 0.212
H -1.96884 -3.55892 -2.39438 0.246
H 0.18413 -3.35131 -3.83081 0.225
H 2.05313 -2.09897 -2.88148 0.208
H 2.10782 -1.10180 -0.84233 0.261
H -0.78949 -1.73405 1.72808 0.425
H -0.28845 0.13666 3.25307 0.247
H 0.62415 -1.27640 3.65136 0.237
H 2.38255 2.19172 4.42747 0.190
H 1.66733 2.05872 2.51202 0.181
H -0.11377 1.85809 5.04365 0.185
H -1.36003 3.72808 4.02570 0.193
H -0.08908 3.69073 2.90101 0.166
```

Properties
ΔE to the lowest compared entry with this formula, charge and spin (kcal/mol): 393.23
HOMO level (eV): -8.72
DFT total energy (Eh): -1997.66998
Gap between HOMO and LUMO (eV): 9.09
Maximum force (eV Å⁻¹): 19.4

=====

Record 4
# C19H21N5O3S2

C19H21N5O3S2 as an isolated structure (ωB97M-V with the def2-TZVPD basis set, OMol25).

Geometry as XYZ:
```
50
Properties=species:S:1:pos:R:3:nbo_charge:R:1
C -5.45141 -0.64772 1.40309 -0.422
N -4.04476 -1.26499 1.40023 -0.669
S -3.22243 -1.24579 -0.07753 2.277
O -4.23498 -1.88240 -1.05403 -0.928
O -2.12479 -2.21412 0.03529 -0.892
C -3.01807 0.27326 -0.41136 -0.481
C -1.82470 0.68927 0.12638 -0.074
C -1.34050 2.11901 -0.50881 -0.067
C -2.23961 2.95568 -1.17970 -0.179
C -3.39034 2.41887 -1.49369 -0.218
C -3.87574 1.36518 -1.17412 -0.119
H -4.85937 0.85816 -1.64097 0.254
H -4.06580 2.92764 -2.15853 0.233
H -1.84275 4.01709 -1.29887 0.257
C 0.03685 2.53866 -0.13342 0.662
O 0.22760 3.58964 0.62594 -0.563
N 1.06051 1.44302 -0.14531 -0.685
C 0.88418 0.42539 -0.94038 0.215
N 1.49234 -0.56880 -0.57669 -0.399
C 1.15042 -1.85760 -1.12776 -0.217
H 1.09663 -2.73473 -0.62298 0.229
H 0.09053 -1.74182 -1.58934 0.259
C 2.25485 -2.05153 -2.25185 -0.472
C 3.48501 -2.34437 -1.53432 0.254
N 4.55719 -2.40394 -1.44798 -0.290
H 2.06739 -3.02580 -2.89902 0.247
H 2.32943 -1.49561 -2.98916 0.230
C 2.09136 -0.55055 0.73789 -0.272
C 3.37978 -0.18597 0.87491 -0.130
C 4.26029 -0.27761 1.99533 0.062
N 5.46757 0.32873 1.97576 -0.398
C 5.97423 0.76302 0.84092 -0.007
C 5.37196 0.97386 -0.21896 -0.226
C 4.02133 0.33021 -0.36224 -0.146
H 3.47491 0.48912 -1.27051 0.212
H 5.86259 1.60554 -1.04596 0.231
H 7.04636 1.14744 0.92643 0.187
H 3.82060 -0.68330 3.08092 0.196
H 1.43740 -0.11588 1.52338 0.243
H 1.98417 -1.62459 1.19496 0.235
S 0.36747 0.52267 -2.37787 -0.111
H 1.79907 1.91576 0.41518 0.471
H -1.20719 0.10262 0.55726 0.197
C -3.44221 -0.98863 2.55310 -0.374
H -3.34101 0.30041 2.48260 0.113
H -2.27944 -1.41900 2.42621 0.210
H -3.79776 -1.26785 3.49312 0.222
H -5.31746 0.30193 1.34301 0.165
H -5.93812 -0.91230 0.29824 0.245
H -6.23356 -0.89733 2.22128 0.233
```

Properties
ΔE to the lowest compared entry with this formula, charge and spin (kcal/mol): 403.82
HOMO level (eV): -8.71
DFT total energy (Eh): -2031.92305
Gap between HOMO and LUMO (eV): 7.93
Maximum force (eV Å⁻¹): 16.9